Record 1
{"formula": "C4H6N2O", "method": "the ωB97M-V functional and the def2-TZVPD basis", "symbols": ["C", "C", "N", "C", "C", "O", "N", "H", "H", "H", "H", "H", "H"], "xyz": [[2.208, -0.167, -0.075], [0.733, -0.006, -0.034], [0.136, -0.903, -0.779], [-1.206, -0.741, -0.642], [-1.425, 0.303, 0.203], [-2.543, 0.897, 0.675], [-0.195, 0.780, 0.594], [2.783, 0.713, -0.402], [1.995, -1.002, -0.823], [2.650, -0.520, 0.868], [-1.880, -1.397, -1.174], [-3.290, 0.426, 0.285], [-0.054, 1.542, 1.238]], "nbo_charge": [-0.6724, 0.3231, -0.4798, -0.2046, 0.3978, -0.6646, -0.5417, 0.2138, 0.2910, 0.2135, 0.2084, 0.4923, 0.4234], "charge": 0, "relative_energy_kj_mol": 131.6, "spin_multiplicity": 1, "smiles": "Cc1ncc(O)[nH]1"}

Record 2
{"formula": "C20H28O5", "method": "the ωB97M-V functional and the def2-TZVPD basis", "symbols": ["C", "C", "C", "C", "C", "C", "C", "C", "C", "C", "O", "C", "C", "C", "C", "C", "O", "O", "C", "C", "C", "O", "O", "C", "C", "H", "H", "H", "H", "H", "H", "H", "H", "H", "H", "H", "H", "H", "H", "H", "H", "H", "H", "H", "H", "H", "H", "H", "H", "H", "H", "H", "H"], "xyz": [[-4.326, -1.185, -2.596], [-4.096, -0.032, -1.995], [-2.736, 0.521, -1.719], [-2.480, 0.763, -0.252], [-3.162, 0.058, 0.725], [-2.900, 0.237, 2.077], [-3.629, -0.554, 3.121], [-1.930, 1.159, 2.439], [-1.236, 1.878, 1.483], [-1.499, 1.686, 0.133], [-0.881, 2.366, -0.887], [0.383, 2.950, -0.659], [1.464, 1.896, -0.395], [1.538, 0.907, -1.563], [1.890, -0.531, -1.157], [3.263, -0.714, -0.522], [3.659, -1.778, -0.126], [3.970, 0.411, -0.489], [5.251, 0.353, 0.143], [5.121, 0.508, 1.651], [0.851, -1.081, -0.181], [0.796, -0.799, 0.986], [0.004, -1.889, -0.807], [-1.008, -2.518, -0.013], [-0.474, -3.781, 0.646], [-5.324, -1.544, -2.786], [-3.521, -1.818, -2.932], [-4.921, 0.588, -1.666], [-2.620, 1.473, -2.245], [-1.972, -0.163, -2.103], [-3.908, -0.662, 0.418], [-2.931, -1.179, 3.677], [-4.382, -1.194, 2.668], [-4.118, 0.111, 3.832], [-1.703, 1.315, 3.483], [-0.489, 2.585, 1.804], [0.599, 3.489, -1.586], [0.345, 3.678, 0.160], [1.216, 1.361, 0.522], [2.419, 2.397, -0.249], [2.268, 1.251, -2.298], [0.560, 0.874, -2.048], [1.862, -1.171, -2.045], [5.724, -0.604, -0.101], [5.821, 1.175, -0.294], [4.627, 1.446, 1.893], [4.532, -0.312, 2.055], [6.106, 0.494, 2.107], [-1.818, -2.743, -0.709], [-1.356, -1.806, 0.742], [-1.269, -4.260, 1.211], [0.339, -3.529, 1.322], [-0.103, -4.473, -0.106]], "nbo_charge": [-0.4056, -0.1583, -0.4752, -0.0901, -0.1658, -0.0553, -0.6245, -0.1940, -0.2821, 0.3601, -0.5293, -0.0562, -0.4577, -0.3968, -0.4080, 0.8149, -0.5969, -0.5094, -0.0751, -0.6339, 0.8254, -0.6023, -0.5077, -0.0830, -0.6331, 0.1985, 0.1875, 0.1990, 0.2388, 0.2182, 0.2088, 0.2176, 0.2115, 0.2173, 0.2089, 0.2139, 0.1899, 0.1737, 0.2389, 0.2210, 0.2198, 0.2241, 0.2554, 0.2021, 0.1885, 0.2096, 0.2282, 0.2167, 0.1891, 0.2121, 0.2152, 0.2250, 0.2110], "charge": 0, "relative_energy_kj_mol": 11.3, "spin_multiplicity": 1, "smiles": "C=CCc1cc(C)ccc1OCCCC(C(=O)OCC)C(=O)OCC"}

Record 3
{"formula": "C5H12NO", "method": "the ωB97M-V functional and the def2-TZVPD basis", "symbols": ["C", "C", "C", "C", "C", "N", "O", "H", "H", "H", "H", "H", "H", "H", "H", "H", "H", "H", "H"], "xyz": [[-0.131, -0.024, 0.061], [-0.288, 1.329, 0.529], [1.089, -0.399, -0.767], [-2.742, -0.265, -0.359], [2.392, -0.467, 0.138], [-1.363, -0.676, -0.321], [-0.738, -1.104, 0.946], [0.547, 1.729, 0.967], [-1.065, 1.498, 1.275], [-0.401, 2.099, -0.256], [3.458, -0.206, -0.141], [1.287, 0.378, -1.522], [0.911, -1.359, -1.209], [-3.195, -1.132, 0.190], [-2.998, 0.635, 0.257], [-2.858, -0.199, -1.458], [-0.220, -2.060, 0.975], [2.184, 0.100, 1.053], [2.506, -1.585, 0.462]], "nbo_charge": [0.4610, -0.7182, -0.4574, -0.4510, -0.6368, -0.1047, -0.4084, 0.2589, 0.2576, 0.2858, 0.2720, 0.2696, 0.2393, 0.2559, 0.2140, 0.2722, 0.5665, 0.2098, 0.2138], "charge": 1, "relative_energy_kj_mol": 467.8, "spin_multiplicity": 1}

Record 4
{"formula": "C50H133F15N11O29S5", "method": "the ωB97M-V functional and the def2-TZVPD basis", "symbols": ["C", "C", "C", "O", "C", "N", "H", "H", "H", "H", "H", "H", "H", "H", "H", "H", "H", "H", "C", "C", "C", "O", "C", "N", "H", "H", "H", "H", "H", "H", "H", "H", "H", "H", "H", "H", "C", "C", "C", "O", "C", "N", "H", "H", "H", "H", "H", "H", "H", "H", "H", "H", "H", "H", "C", "C", "C", "O", "C", "N", "H", "H", "H", "H", "H", "H", "H", "H", "H", "H", "H", "H", "C", "C", "C", "O", "C", "N", "H", "H", "H", "H", "H", "H", "H", "H", "H", "H", "H", "H", "C", "C", "C", "O", "C", "N", "H", "H", "H", "H", "H", "H", "H", "H", "H", "H", "H", "H", "C", "C", "C", "O", "C", "N", "H", "H", "H", "H", "H", "H", "H", "H", "H", "H", "H", "H", "C", "C", "C", "O", "C", "N", "H", "H", "H", "H", "H", "H", "H", "H", "H", "H", "H", "H", "C", "C", "C", "O", "C", "N", "H", "H", "H", "H", "H", "H", "H", "H", "H", "H", "H", "H", "C", "C", "C", "O", "C", "N", "H", "H", "H", "H", "H", "H", "H", "H", "H", "H", "H", "H", "C", "C", "C", "O", "C", "N", "H", "H", "H", "H", "H", "H", "H", "H", "H", "H", "H", "H", "O", "C", "O", "O", "H", "C", "F", "F", "F", "S", "O", "O", "O", "C", "F", "F", "F", "S", "O", "O", "O", "C", "F", "F", "F", "S", "O", "O", "O", "C", "F", "F", "F", "S", "O", "O", "O", "C", "F", "F", "F", "S", "O", "O", "O"], "xyz": [[9.745, 0.819, 2.578], [9.515, 1.553, 1.259], [8.426, 0.901, 0.414], [8.119, 1.742, -0.646], [6.967, 1.294, -1.371], [9.079, 2.960, 1.537], [8.982, 3.472, 0.644], [8.143, 2.990, 2.041], [9.739, 3.544, 2.115], [10.650, 1.188, 3.030], [9.735, -0.281, 2.403], [8.888, 1.054, 3.218], [10.431, 1.659, 0.618], [7.661, 0.624, 1.098], [8.768, -0.052, 0.053], [6.694, 2.137, -1.981], [6.136, 1.114, -0.726], [7.243, 0.435, -1.988], [-0.472, 3.278, 3.441], [-0.713, 3.888, 4.764], [-0.603, 5.330, 4.631], [-0.658, 5.974, 5.855], [-0.552, 7.418, 5.799], [-2.098, 3.621, 5.291], [-2.761, 3.510, 4.465], [-2.060, 2.750, 5.784], [-2.372, 4.380, 5.919], [-0.337, 2.219, 3.508], [0.353, 3.697, 2.858], [-1.343, 3.391, 2.775], [-0.085, 3.586, 5.583], [-1.402, 5.649, 3.949], [0.358, 5.580, 4.125], [-0.301, 7.896, 6.724], [-1.441, 7.894, 5.417], [0.240, 7.843, 5.082], [2.271, -6.520, -7.409], [1.442, -6.691, -6.143], [2.137, -6.181, -4.896], [1.262, -6.236, -3.839], [1.789, -5.477, -2.684], [0.153, -5.828, -6.080], [-0.610, -6.104, -6.688], [-0.105, -5.792, -5.046], [0.416, -4.845, -6.229], [1.809, -6.886, -8.329], [3.280, -6.917, -7.292], [2.488, -5.421, -7.538], [1.123, -7.746, -6.052], [2.432, -5.130, -5.031], [3.105, -6.679, -4.799], [1.662, -4.489, -3.042], [2.867, -5.688, -2.480], [1.202, -5.739, -1.779], [-1.311, -1.031, -7.656], [-1.828, 0.424, -7.579], [-3.245, 0.579, -7.091], [-3.595, 1.942, -7.117], [-4.968, 2.249, -7.512], [-0.896, 1.328, -6.708], [-1.448, 2.025, -6.168], [-0.349, 0.711, -6.066], [-0.088, 1.747, -7.242], [-2.245, -1.531, -7.942], [-0.935, -1.414, -6.712], [-0.543, -1.213, -8.426], [-1.830, 0.986, -8.538], [-3.216, 0.116, -6.118], [-3.933, 0.011, -7.717], [-5.351, 2.864, -6.680], [-5.567, 1.401, -7.795], [-4.946, 2.895, -8.402], [1.760, 7.078, -1.289], [0.383, 6.482, -1.506], [-0.144, 5.531, -0.483], [-1.445, 5.121, -0.919], [-2.206, 4.460, 0.106], [-0.699, 7.574, -1.502], [-0.735, 8.085, -2.359], [-1.632, 7.111, -1.349], [-0.601, 8.283, -0.762], [2.518, 6.240, -1.378], [1.863, 7.579, -0.337], [2.005, 7.776, -2.090], [0.273, 6.011, -2.497], [-0.166, 5.959, 0.482], [0.512, 4.660, -0.463], [-2.210, 5.083, 1.059], [-1.880, 3.454, 0.341], [-3.210, 4.426, -0.302], [-6.609, -2.654, 7.060], [-5.404, -2.370, 6.190], [-5.782, -2.085, 4.731], [-4.681, -2.233, 3.815], [-5.182, -2.618, 2.520], [-4.477, -1.297, 6.616], [-4.363, -1.189, 7.643], [-3.525, -1.456, 6.241], [-4.726, -0.373, 6.217], [-6.398, -2.899, 8.098], [-7.004, -3.606, 6.701], [-7.379, -1.844, 6.995], [-4.744, -3.259, 6.226], [-6.049, -1.013, 4.671], [-6.619, -2.761, 4.470], [-4.332, -2.525, 1.863], [-5.884, -1.891, 2.145], [-5.513, -3.701, 2.578], [-3.061, -7.930, -0.133], [-4.173, -7.005, 0.520], [-4.544, -5.887, -0.439], [-5.846, -5.503, -0.136], [-6.325, -4.490, -1.118], [-5.509, -7.771, 0.735], [-5.484, -8.451, 1.482], [-6.211, -7.027, 0.880], [-5.757, -8.239, -0.113], [-2.099, -7.393, -0.161], [-3.328, -8.289, -1.113], [-2.866, -8.756, 0.533], [-3.798, -6.643, 1.489], [-4.417, -6.171, -1.466], [-3.899, -5.021, -0.286], [-5.703, -3.592, -0.971], [-7.328, -4.353, -0.765], [-6.355, -4.841, -2.190], [4.042, -0.673, 5.711], [2.934, -0.357, 6.675], [3.558, -0.222, 8.068], [2.524, 0.245, 8.915], [2.943, 0.449, 10.266], [2.344, 1.006, 6.395], [3.082, 1.674, 6.259], [1.653, 1.021, 5.648], [1.924, 1.323, 7.305], [3.775, -0.836, 4.677], [4.562, -1.549, 6.102], [4.754, 0.140, 5.628], [2.100, -1.058, 6.603], [4.388, 0.509, 8.019], [3.999, -1.165, 8.344], [2.023, 0.731, 10.818], [3.702, 1.239, 10.360], [3.295, -0.511, 10.667], [1.691, -2.601, 2.306], [0.329, -3.089, 2.785], [0.248, -3.622, 4.192], [-1.018, -4.206, 4.377], [-1.079, -4.785, 5.675], [-0.598, -1.935, 2.815], [-0.121, -1.028, 2.921], [-1.124, -1.878, 1.938], [-1.276, -2.049, 3.582], [1.568, -1.733, 1.689], [2.223, -3.350, 1.772], [2.291, -2.312, 3.163], [-0.162, -3.680, 2.028], [0.509, -2.897, 4.981], [1.030, -4.375, 4.251], [-1.210, -4.054, 6.426], [-0.255, -5.512, 5.927], [-2.014, -5.275, 5.564], [-6.761, 2.342, -1.817], [-5.337, 1.928, -2.121], [-4.646, 2.883, -3.039], [-4.360, 4.121, -2.419], [-3.648, 4.927, -3.370], [-4.530, 1.275, -1.087], [-3.561, 1.112, -1.282], [-4.726, 1.664, -0.155], [-5.852, -0.005, -0.772], [-7.430, 1.575, -1.331], [-7.159, 2.491, -2.827], [-6.914, 3.273, -1.296], [-5.556, 1.102, -2.809], [-5.337, 3.010, -3.871], [-3.706, 2.322, -3.389], [-3.485, 5.925, -2.905], [-4.194, 5.118, -4.274], [-2.702, 4.438, -3.545], [7.917, 1.693, -9.994], [8.257, 0.297, -9.477], [7.024, -0.660, -9.506], [7.373, -1.919, -9.176], [6.436, -2.725, -8.374], [9.383, -0.368, -10.241], [9.333, -0.317, -11.252], [10.294, 0.088, -10.041], [9.443, -1.318, -9.982], [7.737, 1.811, -11.063], [8.624, 2.501, -9.798], [6.974, 2.018, -9.514], [8.707, 0.262, -8.479], [6.463, -0.552, -10.474], [6.323, -0.179, -8.789], [5.645, -3.107, -9.029], [6.097, -2.063, -7.551], [7.025, -3.612, -8.000], [-6.431, -0.889, -0.605], [-5.301, 2.489, 6.156], [-4.161, 2.175, 5.815], [-6.409, 2.737, 6.510], [-7.239, -0.663, -0.251], [-5.261, 5.680, 2.340], [-4.600, 6.262, 1.279], [-4.683, 6.165, 3.473], [-6.521, 6.148, 2.354], [-5.131, 3.824, 2.322], [-3.727, 3.758, 2.790], [-6.179, 3.408, 3.208], [-5.215, 3.370, 0.968], [-0.310, -1.443, -1.549], [-0.412, -0.745, -2.681], [0.982, -1.876, -1.520], [-0.413, -0.550, -0.538], [-1.542, -2.846, -1.258], [-0.929, -3.983, -1.953], [-1.469, -2.968, 0.210], [-2.787, -2.287, -1.792], [3.080, 0.706, -3.868], [2.787, 0.632, -2.573], [2.671, 1.923, -4.206], [4.460, 0.626, -3.972], [2.308, -0.407, -5.086], [2.847, -0.001, -6.401], [2.580, -1.727, -4.576], [0.884, 0.011, -4.995], [-1.085, -1.099, 7.683], [-2.317, -1.390, 8.246], [-0.517, -0.292, 8.490], [-0.331, -2.260, 7.602], [-1.308, -0.227, 6.059], [-0.002, -0.056, 5.442], [-2.168, -1.121, 5.306], [-2.012, 0.980, 6.451], [3.549, 2.099, 1.088], [4.503, 1.349, 0.502], [3.877, 3.359, 0.675], [2.385, 1.845, 0.486], [3.463, 1.948, 2.952], [2.623, 0.745, 3.217], [4.834, 1.963, 3.365], [2.732, 3.140, 3.306]], "lowdin_charge": [-0.0173, -0.3217, -0.2271, -0.1707, -0.0464, 0.2006, 0.1708, 0.2009, 0.2003, 0.0880, 0.1160, 0.0914, 0.1771, 0.1246, 0.1403, 0.0948, 0.0587, 0.1047, -0.0288, -0.3315, -0.2592, -0.1539, -0.0598, 0.2224, 0.1263, 0.0684, 0.1704, 0.0734, 0.0838, 0.0704, 0.1543, 0.1464, 0.1515, 0.0823, 0.0815, 0.1126, -0.0315, -0.2765, -0.2601, -0.2037, -0.0106, 0.2165, 0.1679, 0.1759, 0.1669, 0.0934, 0.0968, 0.1014, 0.1676, 0.1367, 0.1485, 0.0656, 0.1099, 0.1016, -0.0179, -0.2852, -0.2237, -0.1946, -0.0317, 0.2140, 0.1640, 0.0811, 0.1907, 0.0881, 0.0741, 0.0952, 0.1605, 0.1336, 0.1354, 0.0890, 0.0856, 0.0963, -0.0221, -0.3004, -0.1912, -0.2072, -0.0647, 0.2263, 0.1564, 0.1703, 0.1826, 0.1196, 0.0888, 0.0903, 0.1664, 0.1211, 0.1469, 0.0984, 0.0906, 0.0659, -0.0279, -0.3321, -0.1683, -0.2035, -0.0678, 0.2007, 0.1719, 0.0695, 0.1516, 0.0895, 0.0960, 0.1154, 0.1636, 0.1451, 0.1397, 0.0772, 0.0833, 0.1083, -0.0144, -0.2333, -0.2280, -0.2356, 0.0025, 0.2337, 0.1702, 0.1568, 0.1597, 0.0981, 0.0803, 0.0760, 0.1567, 0.1283, 0.1324, 0.0868, 0.0856, 0.1161, -0.0408, -0.2971, -0.1832, -0.2225, -0.0562, 0.2234, 0.1545, 0.1005, 0.1702, 0.0576, 0.1019, 0.0864, 0.1397, 0.1487, 0.1371, 0.1065, 0.1010, 0.1009, 0.0089, -0.2973, -0.2108, -0.1638, -0.0697, 0.2215, 0.1583, 0.1263, 0.1177, 0.0780, 0.0842, 0.0777, 0.1318, 0.1302, 0.1373, 0.0526, 0.1263, 0.0821, -0.0428, -0.4443, -0.2311, -0.1654, -0.0962, 0.0531, 0.0793, 0.0643, 0.0566, 0.0945, 0.0848, 0.0727, 0.1296, 0.1156, 0.1427, 0.0877, 0.0813, 0.0720, -0.0332, -0.2790, -0.2544, -0.1991, -0.0123, 0.2301, 0.1768, 0.1941, 0.1372, 0.0942, 0.0908, 0.1035, 0.1597, 0.1548, 0.1385, 0.0906, 0.0993, 0.1100, -0.1057, -0.2766, 0.0798, 0.2265, -0.0351, -0.5874, 0.0768, 0.0857, 0.1341, 0.4932, -0.3745, -0.2753, -0.2940, -0.6161, 0.1168, 0.0861, 0.0828, 0.5033, -0.3479, -0.3670, -0.3208, -0.6488, 0.1403, 0.1125, 0.0760, 0.5055, -0.3372, -0.3154, -0.3796, -0.6061, 0.0932, 0.1984, 0.1010, 0.5407, -0.2993, -0.3121, -0.2941, -0.6182, 0.0868, 0.0837, 0.1211, 0.4572, -0.3614, -0.3169, -0.3267], "charge": 5, "energy_ev": -224668.3487, "spin_multiplicity": 1}

Record 5
{"formula": "C4H10O3", "method": "the ωB97M-V functional and the def2-TZVPD basis", "symbols": ["C", "C", "C", "O", "O", "C", "H", "H", "H", "H", "H", "H", "H", "H", "O", "H", "H"], "xyz": [[0.000, 0.000, 0.000], [0.118, -0.965, -1.099], [-0.375, -0.462, -2.438], [-1.465, -0.835, -2.876], [0.447, 0.416, -2.913], [0.194, 0.935, -4.194], [-1.040, 0.362, 0.069], [0.657, 0.858, -0.218], [0.290, -0.426, 0.975], [1.183, -1.266, -1.120], [-0.484, -1.871, -0.892], [-0.619, 0.433, -4.745], [1.140, 0.770, -4.737], [-0.013, 2.018, -4.169], [-3.301, -0.523, -7.038], [-3.192, -0.322, -6.081], [-3.904, -1.300, -7.061]], "nbo_charge": [-0.5959, -0.4984, 0.8004, -0.6207, -0.4860, -0.2773, 0.2086, 0.2085, 0.2174, 0.2173, 0.2238, 0.2140, 0.1936, 0.1943, -0.9455, 0.4746, 0.4712], "charge": 0, "relative_energy_kj_mol": 79.3, "spin_multiplicity": 1, "smiles": "CCC(=O)OC.O"}

Record 6
{"formula": "C5H11NO", "method": "the ωB97M-V functional and the def2-TZVPD basis", "symbols": ["C", "C", "N", "C", "C", "C", "H", "H", "H", "H", "H", "H", "H", "H", "H", "O", "H", "H"], "xyz": [[0.322, -0.912, -2.145], [-0.426, -0.174, -1.296], [-1.788, -0.101, -1.136], [0.168, 0.896, -0.536], [0.793, 0.674, 0.683], [1.375, 1.629, 1.660], [-0.255, -1.744, -2.755], [1.407, -0.979, -2.068], [-2.176, 0.815, -0.922], [-2.396, -0.738, -1.797], [-0.056, 1.911, -0.864], [0.828, -0.276, 1.182], [1.961, 2.527, 1.269], [2.179, 1.039, 2.166], [0.629, 1.791, 2.528], [-1.129, -2.342, 1.507], [-0.317, -2.001, 1.845], [-1.118, -2.016, 0.679]], "nbo_charge": [-0.5101, 0.1295, -0.8187, -0.2458, -0.1431, -0.6641, 0.1886, 0.2215, 0.3929, 0.3880, 0.2083, 0.1769, 0.2273, 0.2154, 0.2312, -0.9150, 0.4550, 0.4623], "charge": 0, "relative_energy_kj_mol": 294.7, "spin_multiplicity": 1, "smiles": "C=C(N)/C=C/C.O"}